Record 1
C13H19NO in the gas phase, computed with the ωB97M-V functional and the def2-TZVPD basis.

Output
Electronic energy: -636.78804 a.u.
Relative energy (zero: lowest compared OMol25 entry of this formula, charge and spin): 0.0688 eV
Orbital gap: 9.874 eV
Structure (SMILES): CCC[C@@H](C)NC(=O)Cc1ccccc1
HOMO: -9.075 eV
E_LUMO: 0.799 eV
Spin multiplicity: 1

```
34
C13H19NO (the ωB97M-V functional and the def2-TZVPD basis)
C -1.4242 -2.1505 4.2672
C -0.5172 -1.1029 3.6326
C -0.7954 -0.9574 2.1383
C 0.0063 0.1703 1.4782
C 1.5015 -0.1314 1.4085
N -0.5007 0.4038 0.1396
C -0.9707 1.5945 -0.2836
O -1.0952 2.5625 0.4333
C -1.3521 1.5986 -1.7672
C -0.2188 1.0804 -2.6023
C -0.2523 -0.1953 -3.1527
C 0.8214 -0.6774 -3.8819
C 1.9454 0.1089 -4.0643
C 1.9892 1.3810 -3.5173
C 0.9157 1.8623 -2.7913
H -1.2738 -3.1208 3.7985
H -2.4692 -1.8725 4.1505
H -1.2118 -2.2466 5.3292
H 0.5235 -1.3901 3.7900
H -0.6771 -0.1399 4.1215
H -0.5742 -1.9010 1.6321
H -1.8578 -0.7438 1.9985
H -0.1588 1.1054 2.0237
H 1.9256 -0.1979 2.4055
H 2.0139 0.6618 0.8690
H 1.6757 -1.0727 0.8896
H -0.3733 -0.3373 -0.5327
H -1.5989 2.6261 -2.0370
H -2.2426 0.9794 -1.8947
H -1.1305 -0.8137 -3.0209
H 0.7788 -1.6691 -4.3084
H 2.7833 -0.2668 -4.6323
H 2.8637 1.9992 -3.6577
H 0.9503 2.8528 -2.3614
```



Record 2
C13H19O9P2Pd as an isolated structure, computed with the ωB97M-V functional and the def2-TZVPD basis.

Output
Electronic energy: -1994.40873 a.u.
Total charge: +1
Relative energy (zero: lowest compared OMol25 entry of this formula, charge and spin): 1.0403 eV
Orbital gap: 4.400 eV
HOMO: -12.108 eV
E_LUMO: -7.707 eV
Spin multiplicity: 1

```
44
C13H19O9P2Pd (the ωB97M-V functional and the def2-TZVPD basis)
Pd -1.5363 -0.9267 0.8390
O -3.0932 2.9108 1.4637
P -2.6582 1.3918 1.4405
O -1.1623 1.1789 1.6475
O -3.0987 0.7289 0.1729
O -3.4319 0.7730 2.7246
P -3.2174 -0.7636 3.1944
O -1.7123 -0.8125 3.7239
O -4.2045 -1.1763 4.1746
O -3.0823 -1.5311 1.8145
H -3.8518 3.1108 2.0248
H -1.6782 -0.7345 4.6865
O -1.4158 -3.9792 0.9180
C -1.5281 -2.9662 0.4553
C -1.3881 0.2968 -2.8666
C -0.3564 1.4100 -2.6260
C -0.8805 2.4885 -1.6400
C 0.9663 0.9635 -2.1504
C 2.1297 1.3920 -2.7273
C 3.3631 0.9998 -2.2037
C 3.5418 0.1308 -1.0946
C 2.4790 -0.3882 -0.4375
C 2.6240 -1.3487 0.6921
C 2.1042 -2.7357 0.2788
C 2.0013 -0.8435 2.0040
C 1.1030 0.0429 -0.9265
O 0.1033 -0.3036 -0.3493
H -2.2408 0.7425 -3.3761
H -1.7632 -0.1248 -1.9371
H -0.9862 -0.4949 -3.4999
H -0.1697 1.9005 -3.5846
H -0.9333 2.1083 -0.6221
H -1.8884 2.7636 -1.9467
H -0.2450 3.3735 -1.6547
H 2.0985 2.0412 -3.5918
H 4.2573 1.3826 -2.6850
H 4.5468 -0.1208 -0.7834
H 3.6994 -1.4454 0.8605
H 1.0419 -2.7099 0.0410
H 2.2546 -3.4328 1.1018
H 2.6366 -3.1163 -0.5930
H 0.9149 -0.7777 1.9676
H 2.3863 0.1403 2.2716
H 2.2707 -1.5385 2.7986
```



Record 3
C13H19P2W as an isolated structure, computed with the ωB97M-V functional and the def2-TZVPD basis.

Output
Expectation value of S²: 2.03
Electronic energy: -1256.04729 a.u.
Total charge: +1
Relative energy (zero: lowest compared OMol25 entry of this formula, charge and spin): 2.6025 eV
Orbital gap (spin up / spin down): 6.279 / 6.504 eV
HOMO (spin up / spin down): -10.947 / -10.902 eV
E_LUMO (spin up / spin down): -4.668 / -4.399 eV
Spin multiplicity: 3

```
35
C13H19P2W (the ωB97M-V functional and the def2-TZVPD basis)
C 0.1348 -0.5476 -1.1012
C -0.9895 -1.3635 -1.9809
C -0.5559 -2.6514 -2.2943
C 0.6999 -2.8559 -1.5711
C 1.1605 -1.6310 -1.0227
W 0.9288 0.6345 0.9063
P -0.5920 2.3285 0.7137
H 0.4500 0.2618 -1.7986
H -1.8889 -0.8062 -2.2956
H -1.0805 -3.4120 -2.8878
H 2.1885 -1.4088 -0.5982
H 1.2328 -3.7843 -1.3945
H -1.7564 2.5246 1.5550
H -1.1691 2.6751 -0.5921
H 0.1092 3.5758 1.0226
C 1.2142 -2.2870 2.9374
P 0.1246 -0.8990 2.3705
C -1.2074 -1.8359 1.4825
C -0.6606 -0.0938 3.8668
C -2.0557 -0.0914 4.0224
C -2.6687 0.7363 4.9646
C -1.9146 1.6201 5.7381
C -0.5269 1.6412 5.5727
C 0.1039 0.7758 4.6649
H 1.6170 -2.9485 2.1349
H 0.6426 -2.9014 3.6544
H 2.0844 -1.8653 3.4612
H -1.7628 -2.3917 2.2621
H -1.9173 -1.1842 0.9364
H -0.8690 -2.5761 0.7200
H -2.6677 -0.7692 3.4317
H -3.7432 0.6681 5.1110
H -2.4034 2.2480 6.4980
H 0.0708 2.3108 6.1965
H 1.1968 0.7613 4.5917
```